{
  "formula": "C23H26N3OPdS2",
  "method": "ωB97M-V with the def2-TZVPD basis set",
  "relative_energy_kj_mol": 86.0,
  "homo_energy_ev": -10.97,
  "gap_ev": 6.882,
  "energy_ha": -2055.6004,
  "charge": 1,
  "symbols": ["Pd", "S", "C", "N", "C", "C", "C", "C", "C", "C", "S", "H", "H", "H", "H", "N", "C", "N", "C", "C", "C", "C", "C", "H", "H", "H", "H", "H", "H", "H", "H", "H", "H", "C", "C", "C", "C", "C", "C", "C", "O", "C", "C", "C", "H", "H", "H", "H", "H", "H", "H", "H", "H", "H", "H", "H"],
  "positions_angstrom": [[1.365859, 0.739579, 0.476154], [3.601135, 1.069543, 0.730475], [3.042641, 2.693159, 0.618634], [1.753666, 2.821760, 0.560647], [1.366608, 4.162204, 0.468524], [0.066913, 4.649144, 0.418656], [-0.122948, 6.014998, 0.366576], [0.967502, 6.890841, 0.341376], [2.262360, 6.412359, 0.384420], [2.451122, 5.034575, 0.460088], [3.951337, 4.148743, 0.561928], [-0.764084, 3.956009, 0.424742], [-1.127377, 6.417845, 0.349064], [0.795666, 7.957200, 0.281822], [3.106809, 7.088239, 0.351280], [-0.691730, 0.843365, 0.949275], [-1.793857, 1.022854, 0.630853], [-3.033385, 1.198626, 0.283835], [-3.703153, 2.511698, 0.407572], [-4.354559, 2.879543, -0.915619], [-5.275895, 1.755126, -1.388928], [-4.489588, 0.452525, -1.534229], [-3.858246, 0.070017, -0.206037], [-2.965416, 3.247807, 0.718929], [-4.457228, 2.432664, 1.194286], [-3.575828, 3.059206, -1.662571], [-4.910708, 3.808942, -0.785261], [-5.749956, 2.022992, -2.332630], [-6.075965, 1.611554, -0.653461], [-3.700157, 0.577908, -2.280749], [-5.135164, -0.361301, -1.866577], [-3.223262, -0.808465, -0.292048], [-4.630451, -0.133821, 0.539574], [1.618771, -7.099006, 1.288613], [1.877013, -5.721352, 0.746493], [2.773816, -5.515555, -0.292882], [2.996837, -4.256373, -0.825869], [4.010578, -4.124043, -1.942453], [2.262174, -3.161845, -0.315004], [2.386137, -1.907309, -1.028922], [1.679553, -0.900156, -0.948023], [1.399017, -3.344306, 0.789503], [0.674168, -2.206490, 1.455537], [1.225331, -4.617193, 1.294359], [2.169571, -7.856875, 0.735480], [0.555138, -7.335891, 1.235904], [1.910692, -7.158707, 2.338715], [3.317838, -6.361813, -0.697372], [4.534983, -5.067823, -2.075033], [4.758201, -3.361254, -1.725484], [3.540114, -3.873750, -2.894516], [3.182406, -1.876145, -1.782119], [1.359686, -1.388115, 1.687972], [0.232688, -2.536741, 2.393665], [-0.118554, -1.814781, 0.820782], [0.561191, -4.761899, 2.140054]],
  "forces_ev_per_a": [[-0.29, 1.16, 0.13], [0.08, -0.24, -0.37], [0.65, 0.24, 0.07], [-0.09, -0.44, 0.41], [-0.33, -0.44, 0.01], [-0.09, -0.03, -0.01], [0.00, 0.02, -0.01], [-0.01, 0.00, -0.02], [0.03, -0.06, -0.02], [0.13, 0.15, -0.02], [0.03, 0.15, -0.03], [0.02, 0.02, 0.02], [0.02, -0.01, -0.04], [0.00, -0.02, 0.02], [-0.02, -0.02, 0.04], [-0.01, -0.21, -0.54], [-0.22, 0.01, -0.13], [0.03, -0.02, 0.13], [0.07, -0.11, -0.05], [-0.04, -0.04, -0.02], [0.06, -0.02, 0.04], [-0.04, 0.06, 0.01], [0.10, 0.13, -0.01], [0.03, -0.01, 0.02], [0.00, -0.02, 0.04], [-0.02, 0.03, 0.01], [0.01, 0.00, -0.01], [0.01, 0.00, 0.00], [-0.01, 0.02, -0.07], [-0.03, -0.04, -0.02], [0.00, 0.01, 0.00], [0.05, 0.00, 0.02], [0.00, 0.00, 0.05], [0.03, 0.09, 0.01], [-0.03, -0.08, 0.05], [0.06, -0.04, -0.01], [0.09, -0.01, -0.10], [-0.10, -0.02, 0.06], [0.06, 0.09, -0.01], [0.05, -0.05, -0.11], [-0.10, -0.20, 0.52], [-0.11, 0.05, 0.07], [-0.04, -0.18, -0.13], [0.01, -0.04, 0.05], [0.00, 0.01, 0.00], [0.01, 0.00, -0.01], [0.00, 0.00, -0.01], [-0.03, 0.03, 0.01], [-0.02, 0.00, 0.01], [0.01, -0.01, 0.00], [0.00, 0.01, 0.01], [-0.06, -0.03, -0.09], [0.06, 0.08, 0.06], [-0.01, -0.01, 0.00], [-0.01, 0.04, -0.02], [0.02, 0.00, -0.03]]
}